C24H27CrN5O6S | ωB97M-V with the def2-TZVPD basis set

Summary:
Highest occupied orbital energy (alpha / beta) ... -10.91 / -11.16 eV
Net charge ... +1
Energy above the lowest of the compared OMol25 structures with the same formula, charge and spin ... 17.4 kJ/mol
Lowest unoccupied orbital energy (alpha / beta) ... -3.59 / -3.69 eV
Spin multiplicity ... 4
Calculated total energy ... -84311.5498 eV

Atoms and positions in Å:
Cr (10.376203, 8.381451, 10.267230)
O (9.958683, 8.619920, 8.463039)
C (9.325937, 7.790208, 7.642169)
C (8.790484, 8.341932, 6.461952)
C (8.020831, 7.574487, 5.635782)
C (7.809120, 6.203137, 5.916508)
C (8.309327, 5.681765, 7.083959)
C (9.121011, 6.430957, 7.966855)
C (9.495803, 5.782580, 9.166904)
N (10.107587, 6.333187, 10.156072)
C (10.265758, 5.620157, 11.428469)
C (10.593064, 6.646189, 12.589119)
N (10.143460, 7.995681, 12.251042)
C (9.585427, 8.710156, 13.153472)
C (9.158674, 10.045690, 12.902356)
C (8.344643, 10.607050, 13.931053)
C (7.919114, 11.887159, 13.808467)
C (8.264111, 12.643684, 12.691698)
C (9.042863, 12.112576, 11.693938)
C (9.491759, 10.760265, 11.714005)
O (10.115741, 10.243111, 10.703385)
H (9.007617, 9.401270, 6.291536)
H (7.606291, 8.052668, 4.755779)
H (7.179103, 5.579484, 5.330569)
H (8.170864, 4.646060, 7.337376)
H (9.159804, 4.730496, 9.258568)
H (11.084982, 4.911275, 11.362540)
H (9.379212, 5.082561, 11.717790)
H (11.677448, 6.710003, 12.777169)
H (10.124380, 6.358053, 13.497783)
H (9.465560, 8.298985, 14.157202)
H (8.083419, 9.969983, 14.760917)
H (7.298468, 12.326256, 14.555162)
H (7.906066, 13.634888, 12.562242)
H (9.353175, 12.708245, 10.858584)
C (16.325288, 12.929150, 13.264649)
C (17.463968, 11.906434, 13.111713)
S (17.515548, 11.147246, 11.545757)
O (17.453097, 12.152595, 10.525133)
O (18.580843, 10.163782, 11.574580)
C (16.018673, 10.209930, 11.478510)
C (15.792107, 9.588573, 10.120600)
N (14.565242, 8.788643, 10.102761)
C (13.334491, 9.340427, 10.010744)
N (12.400318, 8.397100, 10.212162)
C (13.058355, 7.202619, 10.479414)
C (14.396671, 7.463853, 10.437356)
N (15.449182, 6.502470, 10.564061)
O (16.516646, 6.776284, 10.110522)
O (15.079522, 5.440464, 11.050044)
C (13.011474, 10.765345, 9.716811)
H (16.528779, 13.622572, 14.079721)
H (15.386734, 12.445543, 13.525324)
H (16.229256, 13.492383, 12.372342)
H (17.339100, 11.099611, 13.837345)
H (18.484995, 12.276116, 13.199701)
H (15.124042, 10.842796, 11.668542)
H (16.007638, 9.478580, 12.287890)
H (16.616209, 8.970712, 9.829741)
H (15.681126, 10.405324, 9.435305)
H (12.619827, 6.222455, 10.637934)
H (13.615099, 11.161787, 8.910722)
H (13.171100, 11.346479, 10.646881)
H (11.956166, 10.805136, 9.507751)

Cartesian forces (eV/Å) of the 3 atoms listed first:
Cr 0.0801 0.6140 0.3494
O -0.0561 -0.2922 -0.0956
C 0.3966 0.5438 0.6569

Here are the Löwdin charges for atoms 1 to 2, given in e:
1 Cr 1.013
2 O -0.168